No. 1
{
  "formula": "C27H19FN9NdO4SSe4Te",
  "method": "wB97M-V/def2-TZVPD",
  "e_above_lowest_kj_mol": 57.33,
  "energy_ev": -347422.566,
  "total_charge": 0,
  "molar_mass_g_mol": 1172.3,
  "gap_ev": [5.24, 5.25],
  "spin_multiplicity": 4,
  "symbols": ["Nd", "Se", "N", "C", "C", "C", "C", "C", "N", "C", "C", "N", "C", "C", "C", "C", "C", "N", "H", "H", "H", "H", "H", "H", "Se", "Se", "Te", "Se", "C", "N", "C", "C", "N", "C", "S", "C", "C", "C", "C", "C", "N", "H", "H", "H", "H", "H", "H", "H", "H", "H", "F", "C", "C", "N", "C", "C", "O", "O", "C", "O", "N", "C", "O", "H", "H", "H", "H"],
  "positions_angstrom": [[0.023, 2.010, 0.546], [4.803, -4.099, -2.519], [5.117, -2.560, -1.694], [4.010, -2.066, -1.200], [3.877, -0.862, -0.499], [5.012, -0.011, -0.353], [4.763, 1.224, 0.157], [3.480, 1.690, 0.555], [2.409, 0.861, 0.388], [2.586, -0.369, -0.160], [1.412, -1.191, -0.424], [0.195, -0.636, -0.116], [-0.849, -1.468, -0.079], [-0.828, -2.764, -0.614], [0.363, -3.218, -1.086], [1.545, -2.468, -1.021], [2.855, -2.915, -1.469], [3.035, -4.025, -2.135], [6.012, -0.346, -0.640], [5.584, 1.899, 0.257], [3.255, 2.725, 0.821], [-1.720, -1.045, 0.293], [-1.758, -3.374, -0.564], [0.480, -4.165, -1.582], [0.904, 3.802, 2.614], [-1.209, 4.527, 1.846], [-0.499, 6.299, 0.237], [0.633, 4.672, -1.302], [1.002, 3.113, -4.959], [-0.272, 3.171, -4.264], [-1.329, 4.091, -4.512], [-2.290, 3.775, -3.604], [-1.839, 2.670, -2.886], [-0.576, 2.411, -3.234], [0.442, 1.171, -2.596], [-2.744, 1.918, -2.023], [-3.908, 1.317, -2.550], [-4.786, 0.782, -1.660], [-4.521, 0.775, -0.283], [-3.294, 1.330, 0.095], [-2.394, 1.867, -0.719], [0.830, 3.140, -6.023], [1.452, 2.050, -4.755], [1.671, 3.927, -4.622], [-1.215, 4.938, -5.117], [-3.203, 4.334, -3.309], [-4.118, 1.493, -3.599], [-5.704, 0.392, -2.102], [-5.187, 0.276, 0.416], [-2.965, 1.145, 1.143], [-1.972, -4.092, 6.816], [-1.258, -3.731, 5.785], [-1.242, -2.491, 5.296], [-0.550, -2.171, 4.124], [-0.300, -0.786, 3.741], [-1.400, -0.301, 2.779], [-2.449, -0.880, 2.673], [-0.993, 0.678, 2.073], [0.169, -3.083, 3.412], [0.898, -2.809, 2.490], [0.129, -4.321, 3.953], [-0.440, -4.736, 5.129], [-0.237, -5.864, 5.527], [-1.855, -1.710, 5.808], [0.648, -0.670, 3.189], [-0.345, -0.198, 4.644], [0.654, -5.047, 3.470]],
  "lowdin_charge": [1.173, 1.116, -0.245, -0.339, -0.079, 0.027, -0.037, -0.063, 0.005, -0.147, -0.177, 0.012, -0.104, -0.012, 0.001, -0.072, -0.328, -0.209, 0.128, 0.103, 0.085, 0.073, 0.133, 0.116, -0.151, -0.285, 0.225, -0.306, -0.043, -0.135, -0.006, -0.040, -0.022, -0.838, 0.590, -0.213, 0.007, -0.059, -0.008, -0.139, 0.053, 0.080, 0.080, 0.099, 0.110, 0.150, 0.124, 0.118, 0.119, 0.101, 0.128, -0.223, 0.071, 0.011, -0.021, -0.647, 0.076, -0.299, -0.498, 0.092, 0.220, -0.402, 0.100, 0.169, 0.135, 0.134, 0.180]
}

---

No. 2
{
  "formula": "C27H20BrClN5O5SSr",
  "method": "wB97M-V/def2-TZVPD",
  "e_above_lowest_kj_mol": 134.81,
  "energy_ev": -140252.028,
  "total_charge": -1,
  "molar_mass_g_mol": 729.5,
  "gap_ev": 7.07,
  "symbols": ["Sr", "N", "C", "C", "C", "C", "C", "N", "H", "H", "H", "H", "H", "H", "Cl", "C", "C", "C", "C", "C", "C", "C", "O", "O", "H", "H", "H", "H", "O", "S", "O", "O", "C", "N", "C", "C", "C", "N", "C", "C", "C", "N", "C", "C", "H", "H", "H", "H", "H", "H", "Br", "C", "C", "C", "C", "C", "C", "H", "H", "H", "H"],
  "positions_angstrom": [[1.827, -0.351, 0.744], [-0.672, -2.263, 2.694], [-0.749, -1.052, 3.320], [-1.790, -0.789, 4.228], [-1.789, 0.399, 4.913], [-0.762, 1.321, 4.706], [0.194, 0.996, 3.775], [0.202, -0.146, 3.066], [-1.487, -2.845, 2.652], [0.059, -2.453, 2.023], [-2.562, -1.532, 4.389], [-2.581, 0.613, 5.622], [-0.716, 2.259, 5.241], [1.005, 1.684, 3.563], [-2.775, -6.210, -3.654], [-1.894, -5.024, -2.730], [-2.280, -3.695, -2.791], [-1.580, -2.758, -2.045], [-0.500, -3.149, -1.260], [-0.120, -4.485, -1.220], [-0.821, -5.433, -1.952], [0.238, -2.130, -0.446], [-0.230, -0.959, -0.375], [1.312, -2.476, 0.158], [-3.115, -3.401, -3.414], [-1.863, -1.713, -2.065], [0.732, -4.769, -0.615], [-0.540, -6.477, -1.929], [-2.166, 6.059, -7.149], [-1.677, 4.806, -6.628], [-0.237, 4.666, -6.621], [-2.411, 3.623, -7.047], [-2.119, 4.842, -4.862], [-3.235, 5.485, -4.494], [-3.570, 5.385, -3.215], [-2.828, 4.674, -2.287], [-1.685, 4.061, -2.765], [-1.332, 4.145, -4.039], [-0.746, 3.285, -1.894], [0.422, 2.765, -2.445], [1.289, 2.070, -1.630], [1.077, 1.864, -0.319], [-0.059, 2.351, 0.195], [-0.984, 3.061, -0.543], [-4.472, 5.908, -2.910], [-3.139, 4.616, -1.252], [0.621, 2.918, -3.499], [2.208, 1.661, -2.041], [-0.236, 2.157, 1.251], [-1.880, 3.421, -0.058], [6.239, -4.221, 5.175], [5.182, -3.093, 4.054], [5.760, -2.490, 2.952], [4.965, -1.669, 2.151], [3.598, -1.405, 2.379], [3.095, -2.056, 3.525], [3.848, -2.887, 4.358], [6.807, -2.659, 2.724], [5.468, -1.217, 1.293], [2.052, -1.922, 3.813], [3.406, -3.365, 5.227]],
  "lowdin_charge": [1.533, 0.168, -0.376, -0.021, -0.075, -0.083, -0.159, 0.051, 0.105, 0.068, 0.110, 0.107, 0.100, 0.112, 0.650, -0.664, -0.094, -0.004, -0.138, -0.010, -0.100, -0.658, -0.152, -0.248, 0.107, 0.122, 0.121, 0.103, -0.362, 0.378, -0.369, -0.361, -0.330, 0.125, -0.123, -0.010, -0.227, 0.159, -0.116, 0.020, -0.126, -0.090, -0.141, 0.003, 0.106, 0.094, 0.125, 0.113, 0.095, 0.106, 0.653, -0.718, -0.169, -0.190, -0.266, -0.188, -0.164, 0.087, 0.067, 0.053, 0.088]
}

---

No. 3
{
  "formula": "C27H20Cl5CrIN5O2S",
  "method": "wB97M-V/def2-TZVPD",
  "e_above_lowest_kj_mol": 0.00,
  "energy_ev": -149834.758,
  "total_charge": 1,
  "molar_mass_g_mol": 834.7,
  "gap_ev": [7.41, 7.59],
  "spin_multiplicity": 5,
  "symbols": ["Cr", "Cl", "C", "C", "Cl", "C", "Cl", "C", "O", "C", "Cl", "C", "Cl", "N", "S", "C", "C", "C", "C", "C", "C", "C", "C", "C", "C", "C", "C", "H", "H", "H", "H", "H", "H", "H", "H", "H", "H", "H", "I", "C", "C", "N", "N", "C", "H", "H", "H", "N", "C", "O", "C", "C", "C", "N", "C", "C", "H", "H", "H", "H", "H", "H"],
  "positions_angstrom": [[1.177, 1.005, -0.308], [6.165, -0.662, 4.558], [5.246, -0.357, 3.142], [3.940, 0.111, 3.243], [3.224, 0.398, 4.774], [3.224, 0.344, 2.078], [1.568, 0.953, 2.177], [3.734, 0.140, 0.792], [3.039, 0.361, -0.287], [5.062, -0.325, 0.727], [5.727, -0.575, -0.842], [5.801, -0.572, 1.874], [7.411, -1.145, 1.740], [0.192, -0.936, -0.344], [-1.038, -1.384, 0.567], [-0.605, -2.933, 1.354], [0.737, -3.252, 1.486], [1.090, -4.412, 2.163], [0.110, -5.227, 2.707], [-1.232, -4.889, 2.578], [-1.597, -3.738, 1.902], [-2.396, -1.906, -0.462], [-2.279, -3.004, -1.308], [-3.332, -3.327, -2.143], [-4.494, -2.561, -2.124], [-4.606, -1.473, -1.276], [-3.550, -1.138, -0.438], [0.413, -1.636, -1.049], [1.492, -2.599, 1.065], [2.134, -4.675, 2.267], [0.390, -6.128, 3.235], [-1.995, -5.527, 3.003], [-2.643, -3.478, 1.791], [-1.378, -3.606, -1.300], [-3.258, -4.179, -2.805], [-5.318, -2.823, -2.775], [-5.515, -0.886, -1.263], [-3.624, -0.289, 0.230], [0.890, 1.321, -6.604], [1.524, 1.164, -4.662], [2.789, 0.837, -4.209], [2.750, 0.864, -2.874], [1.527, 1.187, -2.421], [0.776, 1.383, -3.502], [3.695, 0.591, -4.737], [3.438, 0.615, -2.164], [-0.262, 1.659, -3.405], [-3.716, 6.020, 1.362], [-3.114, 5.815, 0.166], [-3.324, 6.482, -0.822], [-2.144, 4.656, 0.099], [-2.240, 3.525, 0.900], [-1.318, 2.510, 0.721], [-0.334, 2.583, -0.182], [-0.246, 3.673, -0.956], [-1.136, 4.723, -0.854], [-4.309, 6.831, 1.443], [-3.363, 5.611, 2.208], [-3.027, 3.406, 1.631], [-1.367, 1.602, 1.311], [0.563, 3.687, -1.674], [-1.065, 5.584, -1.503]],
  "lowdin_charge": [0.618, 0.704, -0.712, -0.703, 0.719, -0.522, 0.775, -0.454, -0.272, -0.597, 0.738, -0.692, 0.719, -0.390, 1.030, -0.392, -0.075, -0.058, -0.061, -0.059, -0.078, -0.409, -0.071, -0.053, -0.057, -0.062, -0.085, 0.032, 0.100, 0.113, 0.113, 0.114, 0.117, 0.122, 0.115, 0.114, 0.113, 0.104, 0.915, -0.773, -0.111, 0.021, -0.065, -0.182, 0.132, 0.111, 0.119, 0.184, -0.494, 0.094, -0.102, 0.015, -0.117, -0.036, -0.090, 0.037, 0.123, 0.103, 0.121, 0.094, 0.115, 0.134]
}